1.
13
Properties=species:S:1:pos:R:3:forces:R:3 method="wB97M-V/def2-TZVPD" energy_ev=-10280.5768 e_homo_ev=-8.91 de_lowest_kj_mol=407.2 largest_force_ev_per_a=1.65
N -1.377516 0.592031 -0.606382 -0.17 -0.05 -0.03
C -1.417657 -0.022850 0.603803 -0.15 0.04 0.04
O -2.378803 0.004541 1.349975 0.30 0.01 -0.23
C -0.154030 -0.788879 0.985556 -0.19 -0.14 -0.02
O 1.018137 0.044675 1.179269 0.33 -0.09 0.09
C 1.961555 0.203961 0.293151 0.44 -0.81 0.83
N 1.469303 0.057746 -1.031352 0.41 1.04 0.38
H -2.237748 1.000943 -0.938576 0.10 -0.03 0.04
H -0.639568 0.363534 -1.260340 -0.08 0.07 0.18
H 0.076776 -1.561914 0.246845 -0.10 0.13 0.07
H -0.322631 -1.232257 1.966328 -0.04 0.04 -0.19
H 1.614884 1.119670 -0.865854 -0.87 -0.07 -1.40
H 2.274969 -0.061172 -1.650137 0.02 -0.13 0.24

2.
12
Properties=species:S:1:pos:R:3:forces:R:3 method="wB97M-V/def2-TZVPD" energy_ev=-8232.5990 e_homo_ev=-9.38 de_lowest_kj_mol=395.6 largest_force_ev_per_a=0.36
C -1.151884 -1.360179 -0.562417 -0.20 -0.15 0.09
N 0.188557 0.183030 0.020546 0.08 0.02 -0.17
C 0.697939 0.954629 1.048348 -0.05 -0.02 0.13
N 0.305212 0.789776 2.246753 0.18 0.14 -0.28
C 0.530822 0.291540 -1.230728 -0.03 -0.01 0.04
O -0.021175 -0.492198 -2.035725 0.09 0.12 0.16
H -1.136716 -2.129203 -1.325677 0.04 0.14 0.09
H -2.002057 -0.690883 -0.602885 0.15 -0.08 -0.01
H -0.912743 -1.717964 0.430535 -0.02 0.08 -0.15
H 1.451686 1.699321 0.744964 -0.10 -0.10 0.07
H 0.791338 1.443700 2.857456 -0.06 -0.07 -0.04
H 1.259021 1.028431 -1.591170 -0.08 -0.07 0.05

3.
12
Properties=species:S:1:pos:R:3:forces:R:3 method="wB97M-V/def2-TZVPD" energy_ev=-8800.8916 e_homo_ev=-10.56 de_lowest_kj_mol=243.9 largest_force_ev_per_a=1.20
C -1.191257 1.238670 -1.481518 0.41 -0.22 0.27
C -0.252475 0.670719 -0.985606 -0.40 0.15 -0.34
C 0.764829 -0.163830 -0.323568 -0.29 -0.13 -0.14
O 1.882901 0.569242 0.142763 0.04 0.22 -0.17
C 0.172296 -0.883554 0.922850 0.00 -0.08 0.10
C -1.234115 -0.566928 1.184912 -0.99 0.18 0.21
N -2.347719 -0.312924 1.367056 1.15 -0.32 -0.09
H -2.066187 1.725559 -1.859230 0.28 -0.05 0.01
H 1.094039 -0.937626 -1.035390 -0.07 0.21 0.12
H 2.130136 1.207360 -0.539115 0.01 -0.10 0.12
H 0.272497 -1.967827 0.823854 -0.05 0.14 -0.01
H 0.775054 -0.578862 1.782992 -0.10 -0.01 -0.08

4.
13
Properties=species:S:1:pos:R:3:forces:R:3 method="wB97M-V/def2-TZVPD" energy_ev=-6784.5375 e_homo_ev=-8.05 de_lowest_kj_mol=383.5 largest_force_ev_per_a=2.14
C -1.225120 -0.775251 -0.443075 -0.08 -0.11 0.44
C 1.010126 0.071849 -0.712359 0.55 -0.01 0.07
C -0.413844 0.545215 -0.493272 0.41 0.10 0.35
C -0.140568 0.841548 0.979453 -0.83 0.28 0.57
N 0.467623 -0.115071 1.595677 1.09 1.82 0.26
C 1.418297 -0.290199 0.511447 0.78 -0.54 -0.58
H -1.186702 -1.281965 -1.421982 0.16 -0.04 0.64
H -2.269352 -0.709689 -0.129263 -0.05 0.36 -0.14
H 1.586505 0.097501 -1.620232 -0.01 -0.18 -0.05
H -0.787565 1.390867 -1.084876 0.16 -0.40 0.13
H -0.193655 1.814051 1.453113 -1.41 0.20 0.40
H -0.677683 -1.228899 0.439492 -1.05 -0.69 -1.71
H 2.413811 -0.367176 0.915068 0.30 -0.78 -0.38

5.
7
Properties=species:S:1:pos:R:3:forces:R:3 method="wB97M-V/def2-TZVPD" energy_ev=-79611.6712 e_homo_ev=-9.77 de_lowest_kj_mol=284.0 largest_force_ev_per_a=2.66
C -0.477431 -0.458607 -1.678020 0.71 1.42 1.17
C 0.776653 0.312741 1.928132 -0.77 -1.86 1.74
O -0.467645 0.569511 -2.261577 -0.43 -1.55 0.02
F 1.034517 1.499662 1.559192 -0.98 1.18 -0.07
F -0.580369 0.166466 2.183425 1.73 1.26 -0.61
Br 0.892172 -0.827207 -0.280996 0.30 -0.56 -1.19
H -1.177896 -1.262568 -1.450157 -0.56 0.10 -1.06

6.
71
Properties=species:S:1:pos:R:3:forces:R:3 method="wB97M-V/def2-TZVPD" energy_ev=-38383.7584 e_homo_ev=-7.45 de_lowest_kj_mol=0.0 largest_force_ev_per_a=0.38
N -1.856839 2.865593 0.211503 0.05 -0.07 -0.12
C -2.507844 1.869729 1.055321 -0.06 0.33 0.17
P -1.367664 0.404659 1.419466 -0.17 -0.14 -0.07
H -1.084940 3.294620 0.710319 0.01 0.02 0.04
H -1.442764 2.410226 -0.598940 -0.05 0.01 -0.06
H -3.414949 1.509216 0.555328 0.02 -0.05 0.03
H -2.809516 2.356327 1.992365 -0.03 -0.11 -0.01
H -2.340422 -0.181412 2.312675 -0.05 0.01 -0.04
H -0.384963 1.284052 1.957334 0.11 0.02 -0.01
H -1.304893 0.154400 0.014523 0.07 -0.01 -0.03
H -0.506815 -0.739749 1.649408 0.07 0.03 0.09
C 0.663684 -1.043427 -3.974174 0.04 0.03 -0.01
C -0.413249 -1.143266 -2.909045 0.01 -0.07 0.03
C -1.606601 -1.957805 -3.378920 -0.02 0.04 0.02
O -0.825580 0.153689 -2.469758 0.00 0.07 0.01
H 0.266808 -0.543924 -4.863756 0.00 -0.02 -0.01
H 1.510969 -0.463360 -3.607452 -0.01 0.01 0.01
H 1.020475 -2.031940 -4.267542 0.00 0.00 0.01
H 0.006670 -1.604064 -2.012332 0.01 -0.01 0.00
H -2.063390 -1.485203 -4.253601 0.00 -0.02 -0.01
H -2.359079 -2.024139 -2.593555 0.00 0.00 0.00
H -1.304114 -2.966737 -3.661049 0.01 0.00 0.00
H -1.207419 0.615397 -3.223619 -0.02 0.01 -0.05
C 1.122078 -3.032144 5.412029 -0.06 -0.03 -0.04
C 1.375309 -2.344333 4.080616 0.03 0.14 -0.07
C 1.335991 -0.829133 4.198191 0.04 -0.04 0.02
O 0.449879 -2.778343 3.086295 0.06 -0.22 0.14
H 0.133342 -2.758983 5.792269 0.01 0.00 0.02
H 1.157087 -4.115258 5.297785 0.00 0.00 0.00
H 1.862286 -2.734425 6.156032 0.01 0.01 0.00
H 2.348124 -2.656868 3.693602 0.02 0.02 0.02
H 0.351023 -0.507202 4.551616 0.01 0.02 0.02
H 1.512505 -0.357619 3.233235 0.00 -0.01 0.00
H 2.081020 -0.457620 4.903341 0.00 0.00 0.01
H -0.423804 -2.484304 3.363893 -0.08 0.02 -0.09
C 4.682397 1.761836 3.487188 -0.04 0.01 0.04
C 3.498734 2.029304 2.572272 0.03 -0.06 -0.05
C 3.747973 3.201928 1.638580 -0.04 0.02 0.03
O 2.304297 2.221361 3.327862 -0.05 0.02 -0.01
H 4.875110 2.634704 4.117897 0.02 0.00 -0.01
H 4.478975 0.909567 4.135054 0.00 0.00 0.00
H 5.586251 1.555609 2.912742 0.00 0.00 -0.01
H 3.294044 1.134874 1.978999 0.02 0.00 -0.01
H 3.915763 4.114693 2.217844 0.02 0.00 -0.01
H 2.888474 3.361893 0.988377 -0.01 0.00 0.00
H 4.628168 3.030989 1.017731 0.01 -0.01 0.00
H 2.417838 3.004453 3.875981 0.01 0.05 0.03
C -6.685715 2.778200 2.773050 -0.05 -0.03 0.00
C -6.755463 2.307208 1.329645 0.07 0.02 0.00
C -6.408695 3.416773 0.351481 -0.02 -0.01 -0.05
O -8.035186 1.747201 1.035770 0.04 -0.03 0.01
H -7.404897 3.585623 2.939823 0.02 0.02 0.01
H -6.924726 1.961746 3.453974 0.00 0.00 0.00
H -5.691622 3.156591 3.014666 0.01 0.00 -0.01
H -6.060941 1.476073 1.190661 0.01 0.00 0.00
H -7.122428 4.240785 0.446634 0.02 0.01 0.02
H -6.452637 3.048396 -0.673139 0.00 -0.01 0.00
H -5.407838 3.810121 0.534839 0.01 -0.01 0.01
H -8.690847 2.443987 1.139179 -0.06 0.03 0.00
C 3.819469 -3.781127 -7.321935 -0.03 -0.04 0.03
C 3.454894 -3.002314 -6.069076 0.00 0.07 -0.03
C 4.679086 -2.438019 -5.367365 -0.02 -0.03 0.04
O 2.679813 -3.801847 -5.177085 -0.05 0.02 -0.01
H 4.459521 -4.629849 -7.063852 0.01 0.01 -0.01
H 2.923228 -4.164129 -7.808618 0.00 0.00 0.00
H 4.361783 -3.154641 -8.031026 0.00 0.01 0.00
H 2.784755 -2.182065 -6.336881 0.01 0.01 -0.01
H 5.341951 -3.250643 -5.056110 0.02 0.01 -0.01
H 4.385822 -1.877026 -4.480485 0.00 0.00 0.00
H 5.242903 -1.778291 -6.027949 0.00 0.00 -0.01
H 3.217340 -4.550614 -4.900132 0.03 -0.05 0.02